Entry 1:
This record from the Open Molecules 2025 dataset describes C14H33NO10S3Si2 as an isolated structure at a distorted geometry. The level of theory is ωB97M-V/def2-TZVPD.

Computed properties:
max |F|: 6.18 eV/A
HOMO level: -9.464 eV
gap between HOMO and LUMO: 9.346 eV
electronic energy: -3133.838855 Eh

Structure (XYZ):
```
63
Properties=species:S:1:pos:R:3:forces:R:3
Si -3.828 2.197 3.894 -0.2269 -1.5980 -1.0312
O -4.333 0.988 2.731 2.2079 1.3967 0.3347
Si -3.013 0.495 1.713 -0.4685 -0.8365 0.6435
C -1.563 -0.258 2.773 1.4716 0.2399 0.7030
C -0.433 0.710 3.251 0.2979 -5.9618 1.5978
C 0.648 -0.049 4.125 -3.7880 -0.8115 -1.9948
C 0.401 -1.543 4.341 -0.3398 1.5120 -0.3160
N -0.637 -2.405 3.850 -0.0796 4.0595 -0.7655
C -1.628 -1.773 3.055 2.6323 2.8543 1.3158
H -3.108 3.271 3.165 -0.1465 0.0247 0.0165
H -4.943 2.722 4.685 -0.2303 -0.0039 -0.1547
H -2.851 1.539 4.789 -0.1055 0.1400 0.0760
H -2.523 1.589 0.844 0.0209 0.2224 0.3910
H -3.518 -0.537 0.779 -0.0682 0.0112 0.3480
H -0.387 1.812 3.011 -0.1485 -1.5589 0.2467
H 1.525 0.524 4.582 -1.3585 -1.2111 -0.6874
H 1.178 -2.061 5.007 -1.3745 0.6720 -1.1720
H -2.496 -2.377 2.622 1.5332 0.8280 0.7774
O -4.985 0.992 -1.683 -0.6279 -0.0555 0.0431
S -6.202 1.665 -1.316 -0.1401 0.5762 0.0281
O -7.330 0.957 -0.774 0.6100 -0.0100 -0.3346
O -6.700 2.567 -2.562 0.3639 0.0096 0.8242
C -6.921 1.926 -3.819 -0.2858 -0.5612 -0.7873
C -8.197 1.105 -3.818 -0.0881 -0.2054 0.2233
C -5.808 2.994 -0.214 -0.0398 0.1410 -0.1114
H -6.056 1.316 -4.096 0.0068 0.0534 0.2028
H -7.004 2.719 -4.566 0.1221 0.1502 0.3142
H -8.122 0.262 -3.128 0.0078 0.0494 -0.0692
H -8.402 0.706 -4.814 0.0657 0.1142 0.0004
H -9.046 1.712 -3.495 0.0690 -0.0001 -0.0934
H -4.975 3.562 -0.625 -0.0624 -0.0594 -0.0223
H -5.530 2.555 0.745 -0.0397 -0.1419 -0.1104
H -6.689 3.623 -0.092 0.0562 -0.0887 -0.0462
O -0.374 -1.662 -0.590 0.3466 0.6010 -0.0868
S 0.913 -1.215 -0.127 0.4498 -0.3028 -0.0098
O 1.180 0.165 0.183 -0.4367 -0.3192 -0.3594
O 2.053 -1.748 -1.143 -0.3930 -0.0585 0.8517
C 1.950 -1.403 -2.525 -0.0464 0.4198 -0.9486
C 2.316 0.049 -2.774 -0.1076 0.2590 0.1911
C 1.356 -2.168 1.269 0.3034 -0.2680 0.0801
H 0.949 -1.631 -2.904 -0.0016 -0.0007 0.2193
H 2.649 -2.047 -3.064 -0.0157 -0.1118 0.3528
H 1.597 0.722 -2.304 0.0219 -0.0569 -0.0564
H 2.329 0.267 -3.844 0.0434 -0.1285 0.0335
H 3.297 0.276 -2.351 -0.0161 -0.0816 -0.1156
H 1.193 -3.223 1.053 0.0003 0.0685 -0.0213
H 0.722 -1.854 2.100 0.1618 0.0183 -0.4675
H 2.402 -1.977 1.509 -0.0789 0.0070 -0.0396
O 6.506 -0.936 -2.604 0.2615 -0.3901 0.3924
S 7.635 -1.114 -1.730 0.2867 0.4023 0.3741
O 8.221 -2.408 -1.503 -0.5068 0.3887 -0.2606
O 7.307 -0.431 -0.303 0.5049 0.0644 -0.7964
C 6.139 -0.856 0.400 -0.7774 -0.5014 0.4989
C 6.325 -2.227 1.023 0.1192 -0.2533 -0.1553
C 8.923 -0.003 -2.223 -0.0138 0.0981 0.1492
H 5.264 -0.834 -0.258 0.1604 0.0160 -0.1014
H 5.961 -0.124 1.192 0.2609 0.1506 -0.2415
H 6.439 -2.995 0.256 -0.0417 0.0524 0.0582
H 5.463 -2.494 1.638 0.0216 0.1238 -0.0033
H 7.226 -2.250 1.640 -0.1057 0.0514 0.0132
H 8.501 0.989 -2.369 -0.0120 -0.0836 0.0370
H 9.340 -0.377 -3.158 -0.1319 -0.0815 0.0667
H 9.693 0.007 -1.452 -0.1035 -0.0345 -0.0446
```
Positions in Å, forces in eV/Å.

***

Entry 2:
This record from the Open Molecules 2025 dataset describes C29H29ClMnNO3 as an isolated structure at a distorted geometry. The level of theory is ωB97M-V/def2-TZVPD.

Computed properties:
max |F|: 3.84 eV/A
energy above the lowest of the compared OMol25 structures with the same formula, charge and spin: 0.00 kcal/mol
HOMO level (spin up / spin down): -3.029 / -4.589 eV
gap between HOMO and LUMO (spin up / spin down): 5.494 / 7.052 eV
electronic energy: -3014.101088 Eh
multiplicity: 6
net charge: -1

Structure (XYZ):
```
64
Properties=species:S:1:pos:R:3:forces:R:3
C 1.869 -0.126 0.594 1.6874 0.7144 -0.5832
C 1.958 -0.877 -0.623 2.1882 1.7537 -0.6554
C 1.656 0.014 -1.704 1.4602 -0.2043 0.0246
H 2.330 -1.893 -0.745 -0.2509 0.4338 0.1947
C 1.273 1.271 -1.151 1.5924 0.6176 0.4171
C 1.471 1.215 0.274 1.0018 -0.3365 -0.9423
H 1.125 2.189 -1.721 -0.1649 -0.3596 0.2591
C -1.163 -1.730 1.249 -0.1478 -0.3728 -0.6638
C -0.003 -2.355 0.723 -1.6481 -1.5021 -0.2216
C -0.162 -2.483 -0.700 -1.4755 -0.6775 0.2658
H 0.787 -2.802 1.302 0.0628 0.1911 0.0608
C -1.343 -1.782 -1.069 -0.6040 -1.5837 1.2374
C -1.963 -1.276 0.168 0.2529 -1.4796 -0.9654
H 1.874 -0.166 -2.765 -0.5288 -0.1241 0.4922
H 1.401 2.091 0.919 -0.2549 -0.6741 -0.0484
H 2.188 -0.493 1.564 -0.5922 0.1400 -0.3079
H -2.943 -0.820 0.203 0.1867 0.1488 0.1796
H 0.411 -3.082 -1.407 0.2160 0.4951 0.3182
H -1.448 -1.627 2.291 0.4794 0.2044 -0.2903
Mn -0.111 -0.249 -0.384 -0.4801 1.1220 2.9426
C -1.819 -1.392 -2.441 0.2613 0.1715 0.2776
C -3.340 -1.585 -2.431 -0.5240 -0.5711 0.2037
C -1.207 -2.186 -3.598 0.0620 -0.2859 -0.1831
H -3.565 -2.572 -1.993 0.3293 0.1739 -0.1082
H -3.807 -1.592 -3.417 0.1441 0.3122 -0.1104
H -3.851 -0.848 -1.816 0.0988 -0.1896 -0.1211
H -1.323 -3.272 -3.480 -0.1166 0.2310 0.0698
H -0.138 -1.984 -3.739 -0.1046 -0.0534 0.2076
H -1.708 -1.891 -4.530 0.0619 -0.0752 0.1088
C -1.224 0.061 -2.565 -0.8202 0.6182 -0.8704
C -2.112 0.977 -3.351 -2.1694 -1.0631 1.1158
H -0.246 -0.034 -3.049 -0.2721 0.2834 0.5321
H -1.155 0.577 -1.546 -0.6844 0.0094 -1.7526
O -3.329 0.872 -3.057 2.4503 2.0548 -2.1216
N -1.538 1.739 -4.369 -0.8099 0.7377 0.1506
C -0.354 2.628 -4.173 -0.6655 -0.2743 0.0387
H -2.250 2.196 -4.930 -0.0382 -0.0393 0.2712
C 0.942 1.992 -4.580 0.5868 -0.1133 -0.3290
C 2.136 2.615 -4.198 0.1791 -0.3823 0.0179
H 2.091 3.571 -3.673 0.0696 -0.3137 -0.0028
C 3.366 2.003 -4.446 -0.1244 -0.1464 -0.2613
H 4.294 2.467 -4.089 -0.4448 -0.2207 -0.2019
C 3.405 0.782 -5.142 -0.1813 0.0219 -0.0186
H 4.367 0.293 -5.339 -0.4436 0.2003 0.1410
C 2.214 0.197 -5.600 0.0018 0.3660 0.0880
H 2.230 -0.748 -6.156 0.0632 0.4400 0.2214
C 0.983 0.820 -5.337 0.4159 -0.0544 0.0859
H 0.047 0.402 -5.711 0.3085 -0.0273 0.2612
H -0.274 2.986 -3.127 -0.1766 -0.2422 -0.4639
H -0.531 3.519 -4.801 -0.0090 -0.2956 0.2749
Cl -0.811 3.028 8.417 -0.0689 0.3533 0.6717
C -0.581 2.323 6.871 0.2138 -0.6435 -1.6608
C 0.016 1.051 6.769 -0.3611 0.5825 -0.1917
C 0.169 0.471 5.511 -0.1137 0.4673 0.1901
C -0.256 1.146 4.358 -0.1721 0.2918 0.3559
C -0.842 2.410 4.464 0.1422 -0.0954 0.4197
C -0.997 3.015 5.714 0.2483 -0.5696 0.5057
C -0.051 0.489 3.012 0.3469 -0.7561 -1.0511
O 0.658 -0.557 3.057 -0.8019 1.0076 0.1685
O -0.589 1.028 1.985 0.2623 -0.4984 1.3755
H 0.352 0.535 7.665 -0.1081 0.1171 -0.1117
H 0.633 -0.509 5.411 -0.1333 0.2759 -0.1217
H -1.166 2.912 3.553 0.0934 -0.1690 0.2020
H -1.434 4.004 5.811 0.0232 -0.1426 0.0127
```
Positions in Å, forces in eV/Å.

***

Entry 3:
This record from the Open Molecules 2025 dataset describes C30H38BrN6O4W as an isolated structure at a distorted geometry. The level of theory is ωB97M-V/def2-TZVPD.

Computed properties:
max |F|: 2.40 eV/A
energy above the lowest of the compared OMol25 structures with the same formula, charge and spin: 11.83 kcal/mol
HOMO level (spin up / spin down): -10.290 / -11.134 eV
gap between HOMO and LUMO (spin up / spin down): 7.330 / 7.730 eV
electronic energy: -4436.469805 Eh
multiplicity: 3
net charge: +1

Structure (XYZ):
```
80
Properties=species:S:1:pos:R:3:forces:R:3
W -0.249 0.093 -0.254 0.5400 -0.4571 -2.2960
C -0.479 -3.657 0.970 0.0566 -0.0173 -0.0034
N -0.530 -2.495 1.848 0.0472 -0.0234 0.1339
C -1.755 -2.494 2.649 -0.0445 -0.0277 -0.0033
C -2.492 -1.180 2.541 -0.0111 0.0440 0.0013
C -3.152 -0.923 1.207 -0.0303 -0.0093 -0.1557
N -2.360 -0.512 -0.019 -0.2892 -0.0505 0.3153
C -3.222 -0.293 -0.965 0.0750 0.1484 0.1487
C -3.146 0.538 -2.128 0.1243 -0.0566 -0.0452
C -4.274 0.586 -2.977 0.0560 0.0411 -0.0068
C -4.356 1.501 -3.992 -0.0199 -0.0433 0.0123
C -3.317 2.429 -4.150 0.0022 0.0398 -0.0331
C -2.212 2.417 -3.333 -0.0089 -0.0384 0.0148
C -2.084 1.445 -2.323 -0.1030 0.0935 -0.0612
O -0.983 1.415 -1.618 -0.2266 -0.0375 0.5382
C 0.653 -2.450 2.704 -0.0191 0.0820 0.0194
C 0.765 -1.218 3.611 -0.0439 0.0023 0.0249
C 0.705 0.169 2.935 0.0633 0.1310 -0.0290
N 1.140 0.048 1.538 -0.0233 0.0047 -0.2825
C 2.415 -0.109 1.427 -0.1486 -0.1530 0.1283
C 3.084 -0.847 0.397 0.0127 0.0709 -0.1212
C 4.483 -0.995 0.446 -0.0332 -0.0280 -0.0537
C 5.119 -1.922 -0.342 -0.0109 0.0311 0.0144
C 4.347 -2.755 -1.159 -0.0187 -0.0444 -0.0201
C 2.975 -2.637 -1.216 0.0229 0.0300 -0.0117
C 2.314 -1.648 -0.469 -0.0490 -0.1042 -0.1169
O 1.010 -1.508 -0.607 0.1995 -0.1682 0.6718
H -0.573 -4.603 1.522 0.0175 0.0051 0.0067
H 0.462 -3.667 0.424 -0.0058 -0.0042 -0.0001
H -1.293 -3.606 0.243 -0.0083 0.0046 0.0159
H -1.532 -2.708 3.701 0.0024 -0.0293 -0.0086
H -2.410 -3.304 2.316 -0.0211 0.0316 -0.0321
H -1.855 -0.343 2.815 0.0086 -0.0017 -0.0045
H -3.320 -1.180 3.258 0.0290 -0.0063 0.0290
H -3.853 -0.102 1.360 -0.0393 -0.0588 0.0398
H -3.732 -1.806 0.918 -0.0078 -0.0065 0.0542
H -4.222 -0.703 -0.812 -0.0144 0.0146 0.0571
H -5.089 -0.106 -2.799 -0.0029 -0.0135 0.0067
H -5.219 1.530 -4.642 -0.0074 0.0021 0.0014
H -3.392 3.178 -4.929 0.0143 0.0079 -0.0016
H -1.421 3.146 -3.449 0.0106 -0.0067 0.0083
H 1.532 -2.517 2.061 -0.0178 0.0213 -0.0161
H 0.683 -3.336 3.360 0.0305 0.0033 -0.0061
H 1.731 -1.309 4.115 -0.0091 -0.0263 0.0177
H 0.016 -1.255 4.405 -0.0220 0.0175 -0.0194
H 1.380 0.851 3.460 -0.0543 0.0278 0.0135
H -0.280 0.615 2.955 -0.0077 -0.0651 0.0378
H 3.039 0.175 2.277 -0.0449 -0.0480 0.0611
H 5.049 -0.374 1.131 0.0049 0.0038 0.0132
H 6.193 -2.030 -0.313 0.0041 0.0070 0.0143
H 4.837 -3.513 -1.757 -0.0057 -0.0004 -0.0127
H 2.384 -3.285 -1.851 0.0089 -0.0108 0.0005
N 1.569 0.991 -1.477 -0.3235 0.2647 0.5965
C 1.465 1.067 -2.947 0.0934 0.0269 -0.0608
C 1.263 -0.301 -3.578 0.0920 -0.0173 -0.1443
C -0.187 -0.737 -3.632 0.0184 -0.0401 -0.0241
N -0.708 -1.161 -2.316 -0.2299 0.0684 0.3927
H 1.538 1.927 -1.072 0.0342 0.0505 -0.0475
H 2.476 0.603 -1.239 -0.0175 -0.0182 0.0413
H 2.362 1.538 -3.355 0.0590 -0.0502 0.1108
H 0.629 1.718 -3.188 0.0204 0.0146 -0.0244
H 1.866 -1.049 -3.058 0.0269 0.0002 -0.0375
H 1.642 -0.274 -4.601 -0.0553 0.0546 -0.0166
H -0.301 -1.547 -4.358 -0.0190 -0.0633 0.0915
H -0.807 0.088 -3.983 0.0076 -0.0077 -0.0226
H -0.263 -2.023 -2.017 0.0494 -0.0180 -0.1239
H -1.696 -1.360 -2.432 0.0046 0.0144 0.0396
Br -3.698 4.039 4.986 0.0035 -0.0102 -0.0080
C -2.348 4.371 3.711 0.0300 0.0214 -0.0267
C -1.793 5.642 3.604 -0.0766 -0.0274 0.0691
N -0.844 5.941 2.727 0.0288 0.0284 -0.0182
C -0.404 4.974 1.930 0.0257 -0.0705 -0.0106
C -0.899 3.675 1.967 0.0044 0.0226 0.0435
C -1.903 3.366 2.878 0.0051 0.0482 -0.0722
C -0.330 2.644 1.057 -0.2198 -0.0785 0.0540
O 0.697 2.823 0.424 0.0199 0.2958 0.1611
O -1.010 1.518 1.009 0.4245 0.1646 -0.0402
H -2.134 6.441 4.252 -0.0014 0.0027 -0.0032
H 0.375 5.231 1.223 0.0084 0.0015 0.0050
H -2.324 2.371 2.920 0.0052 -0.0070 0.0158
```
Positions in Å, forces in eV/Å.

***

Entry 4:
This record from the Open Molecules 2025 dataset describes one molecule with the formula C21H25N3O4S at a distorted geometry. The level of theory is ωB97M-V/def2-TZVPD.

Computed properties:
max |F|: 1.38 eV/A
energy above the lowest of the compared OMol25 structures with the same formula, charge and spin: 68.35 kcal/mol
HOMO level: -8.208 eV
gap between HOMO and LUMO: 8.505 eV
electronic energy: -1678.609228 Eh

Structure (XYZ):
```
54
Properties=species:S:1:pos:R:3:forces:R:3
C 3.937 -5.262 0.084 0.0298 -0.0859 -0.0132
C 3.410 -4.278 0.786 -0.1636 0.3412 -0.0489
C 3.765 -2.834 0.610 0.5847 -0.0764 0.2882
O 2.579 -2.051 0.510 -0.1855 0.0597 -0.2069
C 2.277 -1.232 1.539 0.3868 0.1846 0.5366
O 3.020 -1.081 2.486 -0.0062 -0.1134 -0.1428
C 0.972 -0.603 1.341 -0.4000 0.2933 -0.2379
C 0.422 0.272 2.218 0.4720 -0.3709 -0.1137
C 1.046 0.780 3.473 0.1634 -0.0844 0.0711
N -0.821 0.802 1.971 -0.1937 0.0856 0.2094
C -1.415 0.725 0.743 -0.3121 -0.0746 -0.6857
S -2.794 1.826 0.564 -0.1513 -0.0849 -0.1269
C -2.446 2.631 -1.029 0.0755 -0.3613 0.4881
C -0.985 3.066 -1.089 -0.1898 0.0926 -0.0668
O -0.258 2.971 -0.116 0.2236 0.1950 0.1897
N -0.561 3.556 -2.267 0.2763 0.1084 -0.1018
C -1.366 3.685 -3.464 -0.1426 -0.2593 -0.2877
C -1.245 2.468 -4.380 -0.0869 0.1918 0.1589
C 0.831 3.969 -2.367 0.2124 0.1271 0.2129
C 1.001 5.454 -2.063 -0.0256 -0.2577 -0.0437
C -0.952 -0.131 -0.193 0.5685 0.1835 1.2416
C -1.481 -0.226 -1.478 -0.5508 0.0714 -0.7172
N -1.887 -0.297 -2.554 -0.0569 -0.1503 -0.0736
C 0.175 -1.091 0.142 -0.2841 -0.1545 0.3235
C -0.397 -2.443 0.458 0.5528 -0.4573 -0.8598
C -0.168 -3.673 -0.082 -0.0816 0.6491 0.1799
C -0.970 -4.581 0.654 -0.3459 0.1094 0.4190
C -1.624 -3.834 1.581 0.0306 -0.8284 -0.1956
O -1.284 -2.538 1.473 -0.0092 0.4901 0.1134
H 3.663 -6.289 0.254 -0.0573 -0.1914 0.0924
H 4.674 -5.083 -0.681 0.1288 0.0999 -0.1901
H 2.665 -4.468 1.547 -0.0862 -0.1080 0.1160
H 4.343 -2.477 1.474 -0.0890 -0.0732 -0.2843
H 4.339 -2.675 -0.308 -0.0635 -0.0092 0.1133
H 0.364 0.631 4.309 -0.0841 0.0142 0.0702
H 1.980 0.266 3.671 -0.0857 0.0724 0.0463
H 1.240 1.847 3.374 -0.0226 0.0991 -0.0042
H -1.157 1.524 2.591 0.1474 -0.0151 -0.1581
H -2.710 1.954 -1.839 -0.0018 0.1752 -0.0618
H -3.106 3.500 -1.043 -0.0169 -0.0223 -0.0480
H -2.410 3.846 -3.192 0.0600 0.0838 -0.0397
H -1.022 4.577 -3.995 -0.1258 0.0201 0.1052
H -1.545 1.557 -3.867 -0.0156 0.0051 -0.0355
H -0.219 2.343 -4.717 0.1161 -0.0191 -0.0602
H -1.880 2.602 -5.252 -0.0479 -0.0134 -0.1621
H 1.401 3.381 -1.644 -0.0280 0.0306 -0.1952
H 1.187 3.739 -3.373 -0.0193 -0.0479 0.0222
H 0.671 5.662 -1.049 -0.0169 0.0339 0.0947
H 0.420 6.063 -2.753 -0.0327 0.0953 -0.0629
H 2.048 5.731 -2.152 0.1153 0.1027 -0.0119
H 0.832 -1.206 -0.726 -0.1660 -0.0204 0.1621
H 0.493 -3.902 -0.892 0.1859 0.0315 -0.1785
H -1.044 -5.639 0.507 -0.0843 -0.2265 0.0353
H -2.331 -4.091 2.345 -0.0999 0.0590 0.1247
```
Positions in Å, forces in eV/Å.